No. 1
Here is C39H35IrN6O3S2 as an isolated structure in a non-equilibrium geometry from OMol25. Energies are from wB97M-V/def2-TZVPD.

Output
LUMO level (alpha / beta): -8.999 / -11.725 eV
ΔE to the lowest compared entry with this formula, charge and spin: 2.044 eV
Kohn-Sham gap (alpha / beta): 6.78 / 4.04 eV
spin multiplicity: 2
HOMO energy (alpha / beta): -15.781 / -15.762 eV
total charge: +3
expectation value of S²: 0.768
maximum force: 0.0762 Eh/bohr

CARTESIAN COORDINATES (ANGSTROEM)
1 H 0.55111 2.06699 6.00690
2 C 2.41758 3.09045 5.97242
3 H -3.66842 0.99060 -1.24992
4 O -0.11829 -0.21347 2.45855
5 C -2.10829 1.09519 -4.26533
6 C 1.03266 -4.40990 3.24611
7 C -0.23225 -2.78008 4.49926
8 C 2.07525 0.92942 4.96543
9 C -2.26660 0.98278 -2.87486
10 N -0.33439 2.35097 0.63463
11 H -1.52771 -1.36387 5.50860
12 H -4.40898 1.85969 3.29493
13 C -3.20367 1.22738 -5.11266
14 C -4.46248 1.26348 -4.54863
15 H 0.89708 -0.60644 5.79828
16 H -0.25430 -3.06086 6.63324
17 H 5.31220 1.91892 4.54474
18 H -1.45044 5.37540 1.52216
19 C 4.27135 1.95145 4.83618
20 H 1.37767 -4.80760 2.30070
21 C -6.62302 0.46821 2.88372
22 H 2.36415 -1.36319 0.71926
23 H 2.98169 -2.90230 -1.77840
24 C -3.54607 1.03762 -2.32294
25 H 0.96968 0.78215 -2.66794
26 H -1.98971 -1.73774 3.82834
27 H -2.18548 1.55365 2.24812
28 C 0.12226 -3.42371 5.68338
29 H -0.02363 -2.75971 2.36441
30 O -6.51992 0.66020 4.07522
31 C 1.38579 -5.04477 4.43271
32 H 1.15132 -5.08837 6.55881
33 H 2.04034 -5.90524 4.41034
34 C -0.22363 -3.35946 -2.75641
35 C 1.23814 -0.27808 4.80815
36 C -5.09643 -0.61476 1.11211
37 H -3.60465 -1.50917 -0.13894
38 O 2.76227 1.02634 1.62924
39 C 3.43348 0.91340 4.52244
40 C -0.76488 4.54495 1.43049
41 C 3.77881 3.04169 5.56692
42 H -8.64339 0.43594 2.70722
43 S -0.38037 -0.02278 3.92069
44 H 0.83199 5.49106 2.50362
45 N -0.04817 -1.65874 -1.10325
46 C 1.90870 -2.78171 -1.84136
47 H 2.05704 3.93690 6.54184
48 S -0.41680 1.05343 -4.66169
49 C -4.63088 1.17615 -3.16284
50 C 1.35349 3.50981 1.83792
51 C -1.15021 -1.60219 4.51237
52 H 2.96904 -0.57158 -0.71266
53 H -7.81825 0.26639 1.20501
54 C 0.50636 4.59981 1.98324
55 C 0.23858 -3.27792 3.27933
56 H 1.77304 -1.08472 4.30864
57 H -0.84627 -3.92494 -3.43442
58 C 2.04498 -0.86998 -0.20777
59 H -5.62651 1.23155 -2.74402
60 C -5.33051 0.33475 2.09878
61 N -1.06634 0.84195 -2.18958
62 H -3.07075 1.31046 -6.18284
63 H 3.80879 0.06012 3.97545
64 C -1.15025 3.39706 0.75705
65 H 1.62341 -4.30600 -3.32435
66 N 1.24601 0.30060 0.07842
67 H -2.12580 3.32440 0.29283
68 N -2.79461 0.02044 0.99509
69 H -5.87713 -1.27064 0.75128
70 H 2.35562 3.49435 2.24111
71 C 1.27873 -1.81349 -1.07120
72 H -5.32986 1.38238 -5.18277
73 C 0.88851 2.40124 1.15426
74 C 0.91264 -4.56171 5.64475
75 C -4.26266 1.12657 2.51381
76 C 1.73880 1.17943 0.99213
77 C 1.58104 2.05415 5.67318
78 C -3.81727 -0.74725 0.59988
79 C -3.02652 0.95104 1.93677
80 H 4.44352 3.85439 5.83391
81 N -7.77359 0.34054 2.20568
82 H -1.85617 -2.24873 -1.92133
83 Ir -0.81233 0.19600 -0.00139
84 C -0.78660 -2.41335 -1.92602
85 C 1.15085 -3.56121 -2.69824
86 C -0.05249 0.87347 -3.00751

No. 2
Here is C40H37I2N2OSb2V as an isolated structure from OMol25. Energies are from wB97M-V/def2-TZVPD.

Output
LUMO level (alpha / beta): -6.245 / -5.675 eV
ΔE to the lowest compared entry with this formula, charge and spin: 0.247 eV
Kohn-Sham gap (alpha / beta): 6.66 / 7.22 eV
spin multiplicity: 3
HOMO energy (alpha / beta): -12.905 / -12.896 eV
total charge: +2
expectation value of S²: 2.032
maximum force: 0.0120 Eh/bohr

CARTESIAN COORDINATES (ANGSTROEM)
1 C 0.92749 1.59048 -2.81833
2 C -1.80676 0.15923 -4.34042
3 C -3.65938 -1.32110 -4.73815
4 C 5.89438 -3.17555 1.36578
5 H 2.13764 -3.68286 -2.55947
6 N -0.13595 -1.24928 2.47897
7 H -3.16311 -0.91803 -1.41865
8 C 2.75513 -0.14371 -2.31867
9 C -0.54372 2.97387 2.70429
10 H -0.73651 -3.73500 5.35756
11 H -1.09943 6.18357 -0.70752
12 C 0.58452 -2.38621 2.57276
13 C -1.98899 0.01690 -2.96704
14 H 4.16156 -3.19037 -1.53730
15 C -1.76548 2.41035 2.03554
16 H -1.02587 0.79809 -4.73426
17 H -1.65170 4.26010 4.00804
18 H 0.52552 2.18939 -3.63644
19 C -0.66603 3.92968 3.70506
20 C 3.64461 -2.03417 0.21415
21 H 1.55538 2.25724 -2.22261
22 I 3.74237 2.39067 2.37659
23 C 5.53930 -3.50324 0.06432
24 H -4.88020 4.31302 -1.43814
25 H 5.42262 -2.00703 3.10192
26 C -3.80364 4.24555 -1.35248
27 H 0.04610 4.04040 -1.08836
28 C -3.16641 3.03161 -1.57818
29 H 6.14089 -4.20167 -0.50183
30 C -3.06263 5.37447 -1.03044
31 C -0.60092 -2.65267 -0.85292
32 C -1.03478 4.09066 -1.16407
33 C -1.06912 -0.99565 3.41818
34 C 1.72906 4.03960 3.93357
35 N -1.72621 0.91450 1.98414
36 C -3.01168 -0.79609 -2.48695
37 H 3.42718 -0.97423 2.08217
38 C -1.79276 0.32013 3.33769
39 C -1.67793 5.30008 -0.94299
40 H -1.00451 -1.81666 -0.26524
41 H 1.00936 -4.19086 3.61894
42 C 4.41644 -2.93265 -0.51707
43 C 0.72637 2.55492 2.31997
44 C -1.47205 -3.68540 -1.17204
45 C 5.13452 -2.27112 2.09296
46 C 1.85493 3.07995 2.94246
47 C -3.84922 -1.46043 -3.37039
48 C -1.30908 -1.87504 4.45893
49 C 0.46157 4.46745 4.31023
50 H -1.30858 1.01388 4.03001
51 I 0.25430 5.90516 5.79432
52 C 0.70871 -2.63317 -1.33101
53 H -2.06954 -1.64309 5.19229
54 H -2.49562 -0.40109 -6.28865
55 H 2.61108 4.44554 4.40855
56 H -3.75465 2.16292 -1.85520
57 C -0.56435 -3.03769 4.54858
58 H 3.41621 -0.87997 -2.77827
59 H 6.77291 -3.62249 1.81143
60 C -1.03185 -4.71546 -1.98753
61 H -3.56288 6.31796 -0.85847
62 H 1.32593 -2.56507 1.80697
63 H -2.48759 -3.68282 -0.79794
64 C 0.40462 -3.29633 3.58811
65 V 0.02288 0.14462 0.92440
66 H -4.64842 -2.08564 -2.99477
67 H -2.82627 0.20438 3.66847
68 H 0.60013 -5.50002 -3.13808
69 C 4.00782 -1.69794 1.51855
70 H -1.70163 -5.52570 -2.24247
71 H 3.39364 0.65376 -1.93178
72 Sb 1.95256 -1.08751 -0.58854
73 C 1.13097 -3.67110 -2.16127
74 H 1.08498 -0.41126 -3.66808
75 C -1.78171 2.95656 -1.48243
76 O 0.89865 1.62974 1.33560
77 H 2.30286 0.72025 -4.20139
78 C -2.63970 -0.51370 -5.22247
79 H -2.55728 0.62434 1.47325
80 Sb -0.78045 1.10580 -1.63333
81 H -4.31086 -1.83939 -5.42873
82 H -1.84479 2.76370 1.00684
83 C 0.26447 -4.70137 -2.49015
84 C 1.73992 0.39367 -3.32317
85 H -2.65935 2.73560 2.57211

No. 3
Here is one molecule with the formula C7H15NO2S in a non-equilibrium geometry from OMol25. Energies are from wB97M-V/def2-TZVPD.

Output
LUMO level: -0.582 eV
ΔE to the lowest compared entry with this formula, charge and spin: 3.545 eV
Kohn-Sham gap: 7.16 eV
HOMO energy: -7.743 eV
total charge: 0
maximum force: 0.1002 Eh/bohr

CARTESIAN COORDINATES (ANGSTROEM)
1 C 0.86942 0.92771 0.01709
2 O -0.28707 3.99090 0.13267
3 H -1.93933 -0.83330 -0.53120
4 H 0.66743 -1.17808 1.22165
5 H -1.05505 2.54452 -0.63006
6 N -0.40364 0.52162 -0.46924
7 H -1.61342 -1.72321 1.99015
8 H 1.32380 -2.44393 -1.00480
9 S 1.12602 3.62204 0.53700
10 C -0.13846 -1.72352 0.49592
11 O 1.16008 2.79036 1.82178
12 H -1.92333 -2.91932 0.76101
13 H -0.61124 -3.02302 2.13894
14 H 1.64880 -0.03421 -0.07187
15 C 1.51219 2.13086 -0.56563
16 H 1.18498 2.10753 -1.64897
17 H -2.21707 1.07297 -1.26165
18 C -1.12577 -2.42067 1.43744
19 H -0.31268 -3.05640 -1.14832
20 H 2.55707 1.97444 -0.59674
21 C -0.91746 -0.67058 -0.25740
22 C -1.15347 1.58039 -1.10771
23 H 0.81100 1.36330 1.18459
24 H 0.98690 -3.50271 0.10641
25 H -0.63325 1.60876 -2.10916
26 C 0.48357 -2.70646 -0.44189

No. 4
Here is C10H30HfO5P2SSi as an isolated structure in a non-equilibrium geometry from OMol25. Energies are from wB97M-V/def2-TZVPD.

Output
LUMO level: -0.769 eV
ΔE to the lowest compared entry with this formula, charge and spin: 0.000 eV
Kohn-Sham gap: 6.44 eV
HOMO energy: -7.207 eV
total charge: 0
maximum force: 0.0951 Eh/bohr

CARTESIAN COORDINATES (ANGSTROEM)
1 H -3.12500 -0.59431 0.08639
2 H -1.51477 -2.84553 2.59030
3 H -1.80561 1.51829 -2.55861
4 Si -2.16980 0.50414 -0.29296
5 O 0.39173 -0.05339 -1.19384
6 H 2.75651 -1.24090 -0.77027
7 C 1.23513 0.33187 -3.39308
8 C -1.86293 -3.04765 1.56846
9 H 1.93391 -2.34174 -1.92536
10 H 2.68851 2.65617 0.53787
11 H -2.10748 -2.51940 -1.47945
12 H -2.68179 1.81171 0.24373
13 C 2.33565 -1.31865 -1.78563
14 C -0.71389 3.42742 2.02957
15 O -0.68593 0.28216 2.83015
16 O 1.39811 1.07397 3.86180
17 H -0.47688 3.00057 3.01087
18 C 1.98201 3.08259 1.25820
19 Hf 0.22100 -0.08351 0.93511
20 C 0.76763 -3.72662 0.75538
21 H 2.05530 4.18048 1.26974
22 H -2.08538 -0.24808 -2.68484
23 P -0.57025 -2.54939 0.39027
24 H -0.43986 -2.79691 -2.02582
25 H 1.14565 -3.52871 1.76732
26 O 1.33082 -0.97405 2.47848
27 H 0.26209 4.52743 -0.64483
28 C -2.36624 0.66846 -2.15192
29 S 0.62029 -0.13124 3.62567
30 H 1.60139 -3.59132 0.05562
31 H -2.07352 -4.11837 1.44556
32 H 0.64965 3.04345 -1.56759
33 H 2.20436 2.65718 2.24607
34 H -3.43948 0.84934 -2.31124
35 C 0.01292 3.46733 -0.78252
36 H 0.38137 1.01204 -3.47905
37 H -0.49538 4.50260 2.01455
38 H -1.77319 3.24794 1.82296
39 H -1.34669 -4.12765 -1.25366
40 C -1.17267 -3.04289 -1.24701
41 O 0.28923 -0.97220 4.74619
42 H 2.16573 0.88325 -3.60930
43 H 0.39306 -4.75863 0.68692
44 H -2.77114 -2.46030 1.39710
45 H 3.15508 -1.19504 -2.50818
46 H 1.97773 0.33795 0.55214
47 H 1.15563 -0.45319 -4.16486
48 H -1.03268 3.36815 -1.09243
49 P 0.29845 2.59152 0.77389
50 C 1.30165 -0.30637 -2.05790